{
  "formula": "C19H27ClN6O2",
  "method": "the ωB97M-V functional and the def2-TZVPD basis",
  "symbols": ["C", "C", "C", "C", "N", "C", "C", "C", "O", "N", "C", "C", "N", "C", "O", "C", "N", "C", "C", "N", "C", "C", "Cl", "C", "C", "C", "C", "N", "H", "H", "H", "H", "H", "H", "H", "H", "H", "H", "H", "H", "H", "H", "H", "H", "H", "H", "H", "H", "H", "H", "H", "H", "H", "H", "H"],
  "xyz": [[2.01, -2.91, -4.47], [1.59, -1.52, -4.14], [0.50, -0.77, -4.65], [0.59, 0.45, -4.03], [1.66, 0.40, -3.21], [2.19, 1.43, -2.33], [3.57, 1.88, -2.76], [2.20, 0.96, -0.86], [3.01, 1.43, -0.08], [1.27, 0.04, -0.53], [1.35, -0.73, 0.70], [1.92, -2.12, 0.35], [3.19, -1.99, -0.32], [4.30, -1.75, 0.42], [4.34, -1.84, 1.63], [5.50, -1.35, -0.42], [5.33, -1.43, -1.73], [6.31, -1.05, -2.54], [6.07, -1.17, -4.02], [7.50, -0.59, -2.13], [7.68, -0.52, -0.82], [6.70, -0.89, 0.10], [7.07, -0.71, 1.77], [0.00, -0.77, 1.40], [0.01, -1.52, 2.75], [-0.47, -2.96, 2.61], [-0.84, -0.78, 3.78], [2.28, -0.80, -3.27], [2.76, -3.25, -3.76], [1.16, -3.60, -4.43], [2.43, -2.96, -5.47], [-0.23, -1.09, -5.37], [-0.01, 1.34, -4.10], [1.48, 2.26, -2.39], [3.93, 2.65, -2.09], [4.26, 1.04, -2.73], [3.53, 2.27, -3.78], [0.74, -0.37, -1.29], [2.08, -0.22, 1.33], [2.06, -2.70, 1.26], [1.22, -2.65, -0.31], [3.23, -1.77, -1.30], [5.02, -1.00, -4.23], [6.69, -0.46, -4.56], [6.33, -2.17, -4.35], [8.63, -0.14, -0.47], [-0.31, 0.26, 1.55], [-0.75, -1.22, 0.74], [1.04, -1.53, 3.12], [-1.52, -2.97, 2.30], [0.10, -3.53, 1.88], [-0.41, -3.49, 3.57], [-1.88, -0.71, 3.43], [-0.85, -1.30, 4.74], [-0.47, 0.24, 3.94]],
  "mulliken_charge": [-1.39, 0.70, -1.19, -0.09, 0.24, 0.54, -1.36, 0.19, -0.67, 0.06, 0.07, -1.41, 0.20, 0.38, -0.70, 0.48, -0.28, 0.56, -1.04, -0.59, -0.23, 0.21, -0.17, -1.34, 0.84, -1.56, -1.73, -0.16, 0.30, 0.39, 0.30, 0.47, 0.40, 0.23, 0.45, 0.07, 0.40, 0.36, 0.55, 0.47, 0.32, 0.17, 0.14, 0.36, 0.32, 0.42, 0.31, 0.38, 0.32, 0.37, 0.35, 0.40, 0.36, 0.42, 0.42],
  "homo_lumo_gap_ev": 9.5,
  "homo_energy_ev": -9.29,
  "max_force_ev_per_a": 0.2,
  "multiplicity": 1,
  "smiles": "Cc1ccn([C@H](C)C(=O)N[C@H](CNC(=O)c2nc(C)ncc2Cl)CC(C)C)n1",
  "e_above_lowest_kcal_mol": 5.1
}

---

{
  "formula": "C19H27F9N2O6P",
  "method": "the ωB97M-V functional and the def2-TZVPD basis",
  "symbols": ["C", "C", "P", "C", "C", "C", "C", "N", "N", "C", "H", "H", "H", "H", "H", "H", "H", "H", "H", "H", "H", "H", "C", "C", "O", "C", "O", "C", "F", "F", "F", "H", "H", "H", "H", "H", "C", "C", "O", "C", "O", "C", "F", "F", "F", "H", "H", "H", "H", "H", "C", "C", "O", "C", "O", "C", "F", "F", "F", "H", "H", "H", "H", "H"],
  "xyz": [[0.98, -2.29, 7.30], [-0.11, -2.38, 6.15], [0.67, -1.89, 4.50], [2.19, -2.95, 4.22], [1.13, -0.11, 4.67], [2.22, 0.53, 3.95], [2.53, 1.92, 4.11], [1.79, 2.67, 4.91], [0.82, 2.09, 5.54], [0.40, 0.82, 5.54], [0.63, -1.59, 8.09], [1.95, -1.96, 6.87], [1.15, -3.30, 7.74], [-0.50, -3.42, 6.03], [-0.96, -1.69, 6.33], [2.41, -3.51, 5.15], [3.02, -2.26, 3.93], [1.93, -3.62, 3.37], [2.85, -0.06, 3.26], [3.38, 2.38, 3.58], [0.27, 2.72, 6.13], [-0.44, 0.49, 6.17], [0.33, 4.34, 1.62], [1.62, 4.50, 0.85], [1.55, 3.84, -0.42], [0.89, 4.49, -1.38], [0.36, 5.55, -1.25], [0.93, 3.69, -2.69], [0.63, 2.39, -2.50], [2.15, 3.73, -3.25], [0.07, 4.16, -3.59], [0.07, 3.28, 1.72], [0.41, 4.77, 2.62], [-0.50, 4.82, 1.10], [2.44, 4.02, 1.40], [1.89, 5.55, 0.73], [-0.36, -2.26, -2.75], [-0.51, -1.33, -1.56], [-1.03, -2.03, -0.41], [-0.16, -2.77, 0.26], [1.00, -2.89, -0.01], [-0.83, -3.42, 1.47], [-2.00, -3.99, 1.16], [-1.09, -2.51, 2.43], [-0.08, -4.38, 2.03], [-1.30, -2.76, -2.97], [-0.04, -1.71, -3.63], [0.38, -3.04, -2.55], [-1.23, -0.55, -1.80], [0.43, -0.84, -1.31], [-2.63, 1.49, -7.84], [-2.72, 0.16, -8.58], [-2.04, -0.88, -7.85], [-2.70, -1.39, -6.81], [-3.79, -1.05, -6.46], [-1.88, -2.51, -6.17], [-0.60, -2.15, -5.96], [-1.85, -3.61, -6.93], [-2.37, -2.88, -4.98], [-1.59, 1.74, -7.64], [-3.08, 2.28, -8.44], [-3.15, 1.44, -6.88], [-2.21, 0.24, -9.54], [-3.75, -0.12, -8.78]],
  "mulliken_charge": [-1.00, -0.68, 0.57, -1.00, 0.45, -0.37, -0.47, -0.84, 0.43, -0.33, 0.27, 0.30, 0.32, 0.39, 0.43, 0.37, 0.36, 0.32, 0.33, 0.50, 0.31, 0.33, -1.06, -0.18, -0.34, 0.33, -0.50, 0.91, -0.23, -0.25, -0.24, 0.23, 0.34, 0.39, 0.24, 0.34, -1.11, -0.20, -0.31, 0.31, -0.52, 0.96, -0.25, -0.26, -0.26, 0.33, 0.39, 0.32, 0.34, 0.30, -1.11, -0.20, -0.31, 0.26, -0.51, 1.00, -0.26, -0.26, -0.25, 0.30, 0.37, 0.32, 0.32, 0.32],
  "homo_lumo_gap_ev": 7.0,
  "charge": 1,
  "homo_energy_ev": -11.63,
  "max_force_ev_per_a": 3.1,
  "multiplicity": 1
}

---

{
  "formula": "C19H27N2",
  "method": "the ωB97M-V functional and the def2-TZVPD basis",
  "symbols": ["C", "C", "C", "C", "C", "C", "C", "C", "N", "C", "C", "N", "C", "C", "C", "C", "C", "C", "C", "C", "C", "H", "H", "H", "H", "H", "H", "H", "H", "H", "H", "H", "H", "H", "H", "H", "H", "H", "H", "H", "H", "H", "H", "H", "H", "H", "H", "H"],
  "xyz": [[-0.40, -2.26, 5.03], [-0.48, -2.59, 3.75], [0.63, -1.87, 3.03], [1.71, -1.86, 4.11], [0.77, -1.31, 5.19], [0.32, 0.01, 4.52], [0.24, -0.36, 3.01], [-1.16, -0.03, 2.49], [-1.33, 0.01, 1.00], [-0.55, 1.08, 0.33], [-0.99, 1.17, -1.13], [-0.74, -0.10, -1.78], [-0.91, -0.03, -3.23], [0.09, 0.92, -3.83], [-0.32, 1.97, -4.63], [0.61, 2.84, -5.19], [1.96, 2.66, -4.93], [2.37, 1.62, -4.12], [1.45, 0.75, -3.57], [-1.52, -1.14, -1.15], [-1.09, -1.28, 0.30], [-1.04, -2.55, 5.84], [-1.20, -3.24, 3.28], [0.92, -2.28, 2.07], [2.07, -2.86, 4.34], [2.55, -1.21, 3.89], [1.16, -1.20, 6.19], [1.06, 0.79, 4.69], [-0.63, 0.35, 4.92], [0.99, 0.21, 2.46], [-1.45, 0.96, 2.85], [-1.86, -0.77, 2.89], [-2.32, 0.24, 0.84], [-0.70, 2.02, 0.85], [0.51, 0.81, 0.36], [-0.40, 1.94, -1.64], [-2.05, 1.47, -1.18], [-1.93, 0.26, -3.50], [-0.72, -1.04, -3.62], [-1.37, 2.11, -4.84], [0.28, 3.65, -5.82], [2.68, 3.34, -5.36], [3.43, 1.48, -3.92], [1.77, -0.07, -2.95], [-1.33, -2.09, -1.67], [-2.61, -0.95, -1.20], [-1.64, -2.07, 0.81], [-0.02, -1.49, 0.34]],
  "mulliken_charge": [-0.54, -0.87, -0.18, -0.78, -0.20, -1.39, 0.94, -1.73, 0.12, -0.60, -0.85, 0.35, -1.04, 0.31, -0.30, -0.63, -0.38, -0.63, -0.13, -1.14, -0.17, 0.47, 0.47, 0.52, 0.36, 0.34, 0.55, 0.39, 0.48, 0.39, 0.34, 0.45, 0.46, 0.45, 0.32, 0.54, 0.17, 0.38, 0.39, 0.35, 0.39, 0.40, 0.40, 0.40, 0.49, 0.32, 0.37, 0.25],
  "homo_lumo_gap_ev": 9.1,
  "charge": 1,
  "homo_energy_ev": -11.69,
  "max_force_ev_per_a": 0.9,
  "multiplicity": 1,
  "smiles": "C1=C[C@@H]2C[C@H]1C[C@@H]2C[NH+]1CCN(Cc2ccccc2)CC1"
}

---

{
  "formula": "C19H27N2O2PdSSi",
  "method": "the ωB97M-V functional and the def2-TZVPD basis",
  "symbols": ["Pd", "C", "N", "C", "C", "C", "O", "H", "H", "H", "H", "H", "H", "H", "H", "H", "O", "H", "H", "S", "C", "N", "C", "C", "C", "C", "C", "C", "H", "H", "H", "H", "H", "C", "Si", "C", "C", "C", "C", "C", "C", "C", "H", "H", "H", "H", "H", "H", "H", "H", "H", "H", "H"],
  "xyz": [[0.03, 0.24, 0.46], [-1.84, -3.11, -2.25], [-1.82, -3.44, -0.82], [-2.35, -4.74, -0.39], [-1.27, -2.59, 0.03], [-1.19, -2.93, 1.48], [-0.79, -1.50, -0.42], [-2.19, -3.97, -2.79], [-0.83, -2.86, -2.59], [-2.50, -2.26, -2.43], [-3.07, -5.08, -1.14], [-2.87, -4.66, 0.56], [-1.56, -5.48, -0.31], [-0.61, -3.84, 1.63], [-2.18, -3.10, 1.91], [-0.70, -2.11, 2.01], [2.27, -0.48, -0.05], [3.11, 0.01, -0.07], [2.50, -1.41, -0.16], [-2.60, 3.78, -1.46], [-2.14, 2.62, -0.32], [-1.28, 1.70, -0.72], [-0.98, 1.90, -2.04], [-0.16, 1.07, -2.85], [0.05, 1.39, -4.21], [-0.56, 2.49, -4.76], [-1.42, 3.32, -3.97], [-1.62, 3.00, -2.62], [-2.55, 2.64, 0.68], [0.30, 0.18, -2.42], [0.69, 0.76, -4.81], [-0.40, 2.74, -5.80], [-1.90, 4.19, -4.41], [-1.54, 1.94, 3.20], [0.04, 1.01, 2.81], [1.50, 2.17, 2.77], [0.19, -0.04, 4.40], [-0.83, -1.00, 4.76], [-0.70, -1.78, 5.86], [0.40, -1.57, 6.73], [1.40, -0.60, 6.42], [1.27, 0.19, 5.31], [-1.50, 2.92, 2.71], [-1.62, 2.14, 4.27], [-2.43, 1.41, 2.89], [1.43, 2.87, 3.61], [1.52, 2.77, 1.86], [2.46, 1.64, 2.83], [-1.71, -1.10, 4.13], [-1.45, -2.52, 6.11], [0.46, -2.11, 7.66], [2.25, -0.48, 7.08], [2.01, 0.94, 5.10]],
  "mulliken_charge": [0.43, -0.85, 0.08, -1.00, 0.71, -0.87, -0.60, 0.38, 0.28, 0.27, 0.37, 0.35, 0.36, 0.42, 0.43, -0.22, -0.46, 0.27, 0.28, -0.04, -0.24, -0.03, 0.17, -0.05, -0.77, -0.48, -0.30, 0.45, 0.46, 0.47, 0.46, 0.46, 0.48, -1.36, 0.91, -1.22, 0.39, -0.13, -0.80, -0.31, -0.59, -0.10, 0.40, 0.48, 0.33, 0.41, 0.33, 0.37, 0.47, 0.46, 0.45, 0.45, 0.41],
  "homo_lumo_gap_ev": [6.9, 4.9],
  "charge": 3,
  "homo_energy_ev": [-16.11, -17.52],
  "max_force_ev_per_a": 0.5,
  "multiplicity": 5,
  "e_above_lowest_kcal_mol": 2.6
}